(1)
C38H31N5O4PtSSi | wB97M-V/def2-TZVPD

Last column: Löwdin charge in e.
Cartesian coordinates (Å):
1 Pt -0.09943 0.28327 0.45874  0.82
2 C 4.72583 -9.44737 -8.26844  -0.07
3 O 5.35187 -8.24858 -7.82902  -0.07
4 C 4.68119 -7.47377 -6.94847  -0.28
5 C 3.42123 -7.77090 -6.43962  -0.01
6 C 2.83383 -6.88898 -5.53555  -0.03
7 C 3.47683 -5.73003 -5.13735  -0.16
8 C 4.74079 -5.44921 -5.65896  -0.01
9 C 5.33722 -6.30771 -6.55241  0.01
10 C 2.87666 -4.78060 -4.18409  -0.25
11 N 3.43199 -3.66448 -3.77672  0.19
12 C 2.51690 -3.11778 -2.90523  -0.17
13 C 1.41392 -3.89571 -2.78296  -0.13
14 N 1.64683 -4.97196 -3.61282  0.19
15 C 0.30261 -3.55991 -1.94597  -0.07
16 C -0.87857 -4.31427 -1.82478  0.01
17 C -1.88265 -3.87061 -1.01443  -0.03
18 C -1.68449 -2.68109 -0.29363  -0.10
19 N -0.57252 -1.98726 -0.37648  0.04
20 C 0.40321 -2.37860 -1.20607  -0.15
21 C 1.58773 -1.49210 -1.35583  -0.12
22 N 1.64928 -0.30857 -0.68232  -0.03
23 C 2.70464 0.47544 -0.82134  -0.13
24 C 3.78668 0.14376 -1.64332  -0.02
25 C 3.74453 -1.03007 -2.33401  0.03
26 C 2.63018 -1.87411 -2.19574  -0.07
27 H 5.42008 -9.90955 -8.96101  0.09
28 H 3.78725 -9.23513 -8.78280  0.10
29 H 4.54232 -10.12424 -7.43258  0.10
30 H 2.89329 -8.66729 -6.73047  0.10
31 H 1.84998 -7.14204 -5.15325  0.11
32 H 5.24505 -4.54261 -5.34899  0.11
33 H 6.31731 -6.09903 -6.96252  0.12
34 H 1.03612 -5.75102 -3.77860  0.15
35 H -0.99826 -5.23546 -2.38558  0.12
36 H -2.81061 -4.41721 -0.91216  0.11
37 H -2.44846 -2.30094 0.37755  0.12
38 H 2.68722 1.40045 -0.26467  0.12
39 H 4.62416 0.82297 -1.72330  0.12
40 H 4.54910 -1.33378 -2.99418  0.13
41 C 2.23904 4.63729 -2.73631  -0.09
42 C 1.38912 5.24401 -1.82187  -0.08
43 C 0.44216 4.48349 -1.13898  -0.09
44 C 0.32716 3.10627 -1.36513  -0.31
45 C 1.19664 2.51580 -2.29257  -0.14
46 C 2.14363 3.26868 -2.97341  -0.09
47 Si -0.96922 2.13268 -0.47939  0.56
48 C -2.29170 1.49104 -1.58435  -0.32
49 C -3.57185 2.05488 -1.50609  -0.10
50 C -4.58348 1.63739 -2.36764  -0.07
51 C -4.32826 0.64829 -3.30731  -0.09
52 C -3.06529 0.06418 -3.38826  -0.10
53 C -2.05877 0.48043 -2.52992  -0.12
54 H 2.97426 5.22917 -3.26859  0.10
55 H 1.46089 6.30927 -1.63786  0.10
56 H -0.21132 4.96858 -0.42054  0.10
57 H 1.12286 1.45158 -2.49593  0.08
58 H 2.80238 2.79421 -3.69288  0.10
59 H -1.61399 3.02603 0.48223  0.02
60 H -3.78754 2.81922 -0.76316  0.09
61 H -5.56801 2.08305 -2.29714  0.11
62 H -5.11513 0.32733 -3.97921  0.10
63 H -2.87004 -0.71186 -4.12038  0.10
64 H -1.07755 0.01684 -2.59496  0.08
65 N 0.14955 -0.03862 2.93937  0.02
66 C -1.08686 0.68158 3.07255  -0.34
67 C -1.44712 1.50085 4.11801  -0.01
68 C -2.64653 2.21398 4.03378  0.00
69 C -3.49162 2.08837 2.92702  -0.24
70 C -3.12990 1.23821 1.88913  -0.07
71 C -1.93910 0.54955 1.97615  -0.19
72 S -5.05107 2.94103 2.80899  0.40
73 O -6.02513 1.92899 3.16948  -0.34
74 O -4.91460 4.03193 3.75779  -0.35
75 O -5.09126 3.33520 1.40758  -0.36
76 H 0.91330 0.26715 3.52589  0.09
77 H 0.04885 -1.03428 3.09533  0.09
78 H -0.79421 1.60582 4.97736  0.11
79 H -2.94844 2.89284 4.82428  0.12
80 H -3.78893 1.14029 1.03233  0.12
81 H -1.70506 -0.20905 1.14488  0.04

Cartesian forces (eV/Å) of the 2 atoms listed first:
0.6270 -0.5420 0.2950
0.0683 0.1414 0.0535

Summary:
Charge: 0
Molecular weight, u: 876.9
Energy above the lowest of the compared OMol25 structures with the same formula, charge and spin, kcal per mole: 56.22
E_LUMO, eV: -1.33
Highest occupied orbital energy, eV: -7.57
Strongest force on any atom, eV/Å: 1.2
Orbital gap, eV: 6.24


(2)
C22H34ClN3O3 | wB97M-V/def2-TZVPD

Last column: Löwdin charge in e.
Cartesian coordinates (Å):
1 C -2.90978 2.56950 0.65701  -0.05
2 H -3.98829 2.45503 0.74799  0.07
3 H -2.46826 1.57960 0.57025  0.06
4 H -2.54383 3.04103 1.56575  0.08
5 C -2.59474 3.43271 -0.57436  -0.41
6 N -1.19414 3.62103 -0.90135  -0.16
7 C -0.56144 2.66803 -1.77789  -0.17
8 C 0.10250 1.48349 -1.06031  -0.11
9 H -0.65891 0.88546 -0.55654  0.10
10 H 0.59150 0.84904 -1.80249  0.11
11 C 1.12750 2.02065 -0.04744  -0.31
12 N 1.89525 1.01029 0.67973  -0.11
13 C 1.10102 0.18963 1.58584  -0.14
14 C 1.87136 -1.06009 1.99765  -0.15
15 N 2.19265 -1.92683 0.87667  -0.13
16 C 2.35791 -1.19452 -0.37051  -0.15
17 H 1.41417 -1.14651 -0.93363  0.09
18 C 2.82960 0.24633 -0.15584  -0.28
19 C 4.27343 0.29764 0.38091  -0.12
20 H 4.93165 -0.10233 -0.39218  0.12
21 H 4.38242 -0.32531 1.26624  0.11
22 C 4.71407 1.72285 0.72354  -0.27
23 O 4.08233 2.21998 1.87301  -0.08
24 H 3.13708 2.01318 1.75911  0.05
25 H 4.51834 2.38334 -0.13717  0.11
26 H 5.78803 1.74357 0.92977  0.11
27 H 2.85299 0.72220 -1.14424  0.15
28 H 3.08749 -1.73281 -0.98518  0.13
29 C 1.35978 -3.10971 0.72352  -0.16
30 C -0.05236 -2.82784 0.25074  -0.22
31 C -0.40681 -2.88130 -1.09440  -0.60
32 C -1.66147 -2.48907 -1.56883  -0.01
33 C -2.56308 -2.04085 -0.63834  -0.20
34 C -2.24485 -2.01127 0.72105  -0.20
35 C -1.01212 -2.40038 1.17868  0.04
36 H -0.79094 -2.37796 2.23236  0.13
37 O -3.32016 -1.54469 1.42760  0.04
38 C -4.33021 -1.29317 0.47306  -0.15
39 O -3.84045 -1.59236 -0.81801  0.04
40 H -5.20730 -1.92352 0.68943  0.14
41 H -4.62404 -0.23303 0.51878  0.13
42 H -1.90348 -2.53671 -2.61649  0.12
43 Cl 0.70189 -3.49016 -2.27933  0.72
44 H 1.86384 -3.76202 0.00633  0.09
45 H 1.33019 -3.61923 1.68892  0.13
46 H 1.29587 -1.61664 2.73779  0.11
47 H 2.80529 -0.75194 2.47985  0.11
48 H 0.87921 0.77803 2.48231  0.13
49 H 0.14715 -0.11979 1.13454  0.11
50 C 0.41142 2.97147 0.91341  -0.12
51 C -0.28725 4.08909 0.12023  -0.17
52 H -0.82680 4.74356 0.80457  0.11
53 H 0.48362 4.69022 -0.37930  0.13
54 H -0.32613 2.42251 1.49601  0.09
55 H 1.13354 3.41498 1.60128  0.12
56 H 1.86547 2.61218 -0.60665  0.15
57 H -1.29691 2.30162 -2.49763  0.12
58 H 0.21602 3.20618 -2.33720  0.12
59 C -3.26844 4.80175 -0.42642  -0.06
60 H -4.34887 4.68622 -0.39747  0.07
61 H -3.00396 5.43367 -1.26940  0.08
62 H -2.95419 5.29673 0.48873  0.07
63 H -3.03801 2.94145 -1.44920  0.14

Cartesian forces (eV/Å) of the 2 atoms listed first:
0.0450 0.0373 -0.3395
-0.1257 -0.0142 0.0755

Summary:
Charge: 0
Molecular weight, u: 424.0
E_LUMO, eV: 0.63
Highest occupied orbital energy, eV: -8.09
SMILES: CC(C)N1CCC(N2CCN(Cc3cc4c(cc3Cl)OCO4)C[C@@H]2CCO)CC1
Strongest force on any atom, eV/Å: 1.3
Orbital gap, eV: 8.72


(3)
C44H56BF4N6ORb | wB97M-V/def2-TZVPD

Last column: Löwdin charge in e.
Cartesian coordinates (Å):
1 Rb 0.59824 1.02884 0.08434  0.73
2 C 3.31942 -3.43507 -0.20105  -0.04
3 C 3.78362 -2.18337 0.49376  -0.26
4 C 3.36680 -1.90126 1.79129  -0.03
5 C 3.79679 -0.75076 2.44111  -0.09
6 C 4.65354 0.13456 1.80272  -0.12
7 C 5.06840 -0.13170 0.50540  -0.11
8 C 4.63342 -1.27950 -0.14227  -0.05
9 H 4.08855 -3.81613 -0.87630  0.07
10 H 2.42201 -3.22798 -0.78875  0.06
11 H 3.05818 -4.20838 0.52283  0.08
12 H 2.69734 -2.59825 2.28712  0.11
13 H 3.47549 -0.54531 3.45531  0.09
14 H 4.99322 1.02951 2.31050  0.10
15 H 5.73144 0.56172 0.00021  0.10
16 H 4.95514 -1.47989 -1.15898  0.11
17 C -0.47209 -5.76958 -1.27839  -0.07
18 C -1.30039 -4.85324 -0.37737  -0.39
19 C -2.63799 -5.51505 -0.01747  -0.07
20 C -0.56010 -4.43628 0.88749  -0.15
21 C -0.19084 -5.45164 1.76016  -0.10
22 C 0.23188 -5.20620 3.06105  -0.14
23 C 0.18001 -3.88847 3.51393  -0.10
24 C -0.15246 -2.83691 2.68218  -0.18
25 C -0.34870 -1.45442 3.26647  -0.38
26 C 0.62174 -1.09344 4.39754  -0.07
27 C -1.79032 -1.34037 3.78452  -0.07
28 C -0.40825 -3.04691 1.27730  -0.23
29 N -0.48225 -1.97397 0.46475  0.01
30 C -0.14711 -2.13061 -0.87448  -0.29
31 C -0.49328 -1.42140 -1.98672  -0.28
32 N -1.23527 -0.27529 -2.14269  -0.02
33 C -1.79691 -0.04509 -3.36058  -0.22
34 C -1.78128 1.27006 -3.93206  -0.15
35 C -2.24550 1.48564 -5.21843  -0.08
36 C -2.77763 0.46607 -6.00228  -0.14
37 C -2.89959 -0.79026 -5.42734  -0.09
38 C -2.46168 -1.05900 -4.13545  -0.14
39 C -2.88970 -2.37876 -3.50671  -0.39
40 C -4.41608 -2.40893 -3.34070  -0.07
41 C -2.41068 -3.60309 -4.28638  -0.08
42 C -1.21351 2.45025 -3.17426  -0.37
43 C -1.94978 2.69114 -1.85516  -0.07
44 C 0.30073 2.30987 -2.97753  -0.09
45 H -1.03887 -6.05977 -2.16788  0.06
46 H -0.17403 -6.68364 -0.75397  0.06
47 H 0.43453 -5.25536 -1.60672  0.07
48 H -1.53666 -3.96146 -0.94609  0.10
49 H -2.49082 -6.46192 0.51307  0.07
50 H -3.22513 -5.71511 -0.92182  0.06
51 H -3.21723 -4.85129 0.62873  0.08
52 H -0.28646 -6.48538 1.43311  0.09
53 H 0.52916 -6.01428 3.72012  0.07
54 H 0.40154 -3.68784 4.55977  0.09
55 H -0.22043 -0.73937 2.45286  0.08
56 H 0.33793 -1.58167 5.33471  0.07
57 H 0.60955 -0.01281 4.57057  0.08
58 H 1.64279 -1.39594 4.15959  0.05
59 H -1.95161 -2.08310 4.57133  0.08
60 H -2.49960 -1.54420 2.97783  0.08
61 H -1.99320 -0.34425 4.19264  0.06
62 H 0.51463 -2.97334 -1.10778  0.07
63 H -0.05046 -1.84117 -2.90477  0.10
64 H -2.18064 2.49159 -5.62964  0.10
65 H -3.11039 0.65552 -7.01677  0.07
66 H -3.39341 -1.57553 -5.99589  0.09
67 H -2.46177 -2.43512 -2.51220  0.10
68 H -4.91976 -2.40264 -4.31296  0.07
69 H -4.74456 -1.53053 -2.78054  0.08
70 H -4.72860 -3.30572 -2.79330  0.06
71 H -2.75755 -3.57749 -5.32425  0.06
72 H -2.79059 -4.52317 -3.82948  0.06
73 H -1.31859 -3.64760 -4.29209  0.07
74 H -1.36998 3.33822 -3.79432  0.12
75 H -1.88667 1.80792 -1.21950  0.03
76 H -3.00655 2.88997 -2.05069  0.08
77 H -1.52509 3.55464 -1.33157  0.07
78 H 0.51696 1.38572 -2.44490  -0.01
79 H 0.69295 3.16760 -2.41571  0.07
80 H 0.80412 2.26539 -3.94563  0.08
81 N -4.11229 3.26737 4.87915  0.09
82 C -3.18364 2.89861 3.91199  -0.33
83 C -3.31911 1.71340 3.19293  -0.03
84 C -2.33548 1.36622 2.28639  -0.16
85 N -1.24933 2.10352 2.05696  -0.01
86 C -1.13533 3.25089 2.72913  -0.13
87 C -2.06013 3.68472 3.65852  -0.02
88 H -5.02512 2.85862 4.76778  0.08
89 H -4.14552 4.25285 5.07704  0.08
90 H -4.18101 1.07378 3.34153  0.11
91 H -2.41689 0.45438 1.69867  0.12
92 H -0.27523 3.86630 2.48131  0.10
93 H -1.92621 4.63135 4.17095  0.11
94 F 0.52477 4.66365 0.18252  0.08
95 B 0.64926 6.05999 -0.00254  -1.22
96 F 1.57046 6.32930 -1.03774  0.10
97 F 1.15403 6.62701 1.21916  0.05
98 F -0.60694 6.62650 -0.27800  0.09
99 N 4.01283 7.61449 0.55747  0.18
100 C 4.83441 6.63342 0.08979  -0.50
101 O 5.90094 6.86975 -0.44763  0.04
102 C 4.31833 5.24471 0.28222  -0.14
103 C 4.52881 4.29220 -0.70137  0.01
104 C 3.93030 3.05493 -0.57248  -0.13
105 N 3.18967 2.68691 0.47262  0.03
106 C 3.04688 3.58824 1.44216  -0.14
107 C 3.57065 4.86835 1.39119  -0.01
108 H 4.25415 8.54322 0.25326  0.11
109 H 3.01520 7.40516 0.61482  0.08
110 H 5.10438 4.54932 -1.58086  0.12
111 H 4.02578 2.31447 -1.35994  0.11
112 H 2.44351 3.27650 2.28974  0.11
113 H 3.37776 5.57183 2.18874  0.12

Cartesian forces (eV/Å) of the 2 atoms listed first:
-0.1686 -0.5362 -0.1141
-0.0294 0.0831 0.0143

Summary:
Charge: -2
Molecular weight, u: 857.2
Energy above the lowest of the compared OMol25 structures with the same formula, charge and spin, kcal per mole: 1.89
E_LUMO, eV: 3.57
Highest occupied orbital energy, eV: 0.02
Strongest force on any atom, eV/Å: 0.6
Orbital gap, eV: 3.55